Entry 1:
Formula: C3H8OS
Source: the Open Molecules 2025 dataset
Level of theory: ωB97M-V/def2-TZVPD

Each line ends with the Mulliken charge.
Element x y z (Å)
C: -1.2631 0.8172 0.0593  -0.552
C: 0.2242 0.7563 -0.2413  -0.513
C: 0.8779 -0.5178 0.2988  -0.426
H: -1.6808 -1.8539 0.4281  0.118
H: -1.3634 1.1940 1.0866  0.311
H: -1.7283 1.4914 -0.8184  0.271
H: 0.4441 1.7075 0.0938  0.380
H: 0.4603 0.9434 -1.3371  0.259
H: 0.4295 -1.4856 -0.0433  0.274
H: 1.0072 -0.6001 1.3191  0.393
H: 2.5935 -1.2045 -0.0493  0.285
O: 2.1107 -0.5276 -0.4913  -0.534
S: -2.1118 -0.7203 -0.3050  -0.267

structure (SMILES) = OCCCS
max |F| = 4.68 eV/A
gap between HOMO and LUMO = 9.661 eV
relative energy (zero: lowest compared OMol25 entry of this formula, charge and spin) = 1.684 eV
HOMO level = -8.94 eV
multiplicity = 1



Entry 2:
Formula: C3H8OS
Source: the Open Molecules 2025 dataset
Level of theory: ωB97M-V/def2-TZVPD

Each line ends with the Mulliken charge.
Element x y z (Å)
O: 0.4760 -7.1209 -0.5707  -0.386
C: 1.2020 -6.1493 -0.5363  -0.075
H: 2.3084 -6.3369 -0.5347  0.204
H: 0.8098 -5.2027 -0.5764  0.256
C: -1.1639 2.8095 0.7895  -1.026
C: -0.2180 3.3170 -0.3527  -0.299
S: 1.1239 2.0060 -0.0292  -0.206
H: -1.8351 3.7065 0.9527  0.276
H: -0.7102 2.2748 1.6177  0.324
H: -1.8507 2.0286 0.1503  0.268
H: -0.8075 3.1428 -1.3010  0.271
H: 0.2835 4.3116 -0.2191  0.318
H: 0.3815 1.2130 0.6099  0.075

structure (SMILES) = C=O.CCS
max |F| = 4.85 eV/A
gap between HOMO and LUMO = 9.804 eV
relative energy (zero: lowest compared OMol25 entry of this formula, charge and spin) = 2.335 eV
HOMO level = -9.08 eV
multiplicity = 1



Entry 3:
Formula: C3H8OS
Source: the Open Molecules 2025 dataset
Level of theory: ωB97M-V/def2-TZVPD

Each line ends with the Mulliken charge.
Element x y z (Å)
O: -0.7158 1.9463 -1.2381  -0.378
C: -1.0081 2.6215 -0.3000  -0.104
H: -2.0122 3.0699 -0.1729  0.226
H: -0.3119 2.8697 0.5221  0.242
C: -0.1414 -1.3174 -0.9628  -0.861
S: 0.2201 -0.5174 0.6157  -0.032
C: 1.2688 -1.8792 1.2553  -0.858
H: -0.6721 -2.2531 -0.8162  0.330
H: 0.7865 -1.4851 -1.5003  0.273
H: -0.8013 -0.6663 -1.5319  0.304
H: 1.3834 -1.6747 2.3124  0.298
H: 0.7636 -2.8232 1.0964  0.278
H: 2.2316 -1.8509 0.7537  0.280

structure (SMILES) = C=O.CSC
max |F| = 1.05 eV/A
gap between HOMO and LUMO = 9.270 eV
relative energy (zero: lowest compared OMol25 entry of this formula, charge and spin) = 0.882 eV
HOMO level = -8.39 eV
multiplicity = 1



Entry 4:
Formula: C3H8OS2
Source: the Open Molecules 2025 dataset
Level of theory: ωB97M-V/def2-TZVPD

Each line ends with the Mulliken charge.
Element x y z (Å)
C: 2.0742 -0.4750 1.6237  -0.745
S: 1.2094 -1.7907 0.6549  -0.086
S: 2.0560 -1.4729 -1.2634  -0.184
H: 2.7764 0.1062 0.9718  0.291
H: 2.7965 -0.9808 2.3872  0.288
H: 1.4967 0.2669 2.1408  0.323
H: 1.1292 -0.6497 -1.7870  0.173
C: -2.5405 0.1878 -0.9963  -0.820
C: -1.9161 1.3546 -0.5903  0.305
O: -0.6713 1.2908 -0.0455  -0.409
H: -3.5559 0.1625 -1.3626  0.246
H: -1.9839 -0.7506 -0.9477  0.216
H: -2.4711 2.3603 -0.7221  0.275
H: -0.3996 0.3907 -0.0635  0.128

structure (SMILES) = C=CO.CSS
max |F| = 3.38 eV/A
gap between HOMO and LUMO = 9.101 eV
relative energy (zero: lowest compared OMol25 entry of this formula, charge and spin) = 1.348 eV
HOMO level = -8.90 eV
multiplicity = 1



Entry 5:
Formula: C3H8OS2
Source: the Open Molecules 2025 dataset
Level of theory: ωB97M-V/def2-TZVPD

Each line ends with the Mulliken charge.
Element x y z (Å)
C: 2.7873 -0.2657 -0.2338  -0.710
S: 1.7278 1.1143 0.2908  -0.074
S: 1.1527 0.4079 2.1288  -0.190
H: 2.1699 -1.1079 -0.5303  0.250
H: 3.3373 0.1267 -1.0880  0.273
H: 3.4458 -0.5139 0.5795  0.317
H: -0.0270 -0.1857 1.8666  0.131
C: -1.2614 0.1635 -0.7864  -0.751
C: -2.5441 0.3361 -0.5126  0.053
O: -3.3283 -0.6363 0.0621  -0.520
H: -0.6895 1.0303 -1.0701  0.260
H: -0.8691 -0.8416 -0.9096  0.325
H: -3.0058 1.3043 -0.6655  0.324
H: -2.8955 -0.9320 0.8687  0.314

structure (SMILES) = C=CO.CSS
max |F| = 0.86 eV/A
gap between HOMO and LUMO = 9.553 eV
relative energy (zero: lowest compared OMol25 entry of this formula, charge and spin) = 1.195 eV
HOMO level = -9.16 eV
multiplicity = 1



Entry 6:
Formula: C3H8OSi
Source: the Open Molecules 2025 dataset
Level of theory: ωB97M-V/def2-TZVPD

Each line ends with the Mulliken charge.
Element x y z (Å)
C: -2.0449 0.4039 -0.0462  -0.603
C: -0.8548 0.9724 -0.1208  -0.138
C: 0.8128 -1.7277 0.3579  -0.978
O: 1.9355 0.9601 0.3894  -0.467
Si: 0.8089 0.0533 -0.4086  0.353
H: -3.0280 1.0938 0.1208  0.196
H: -2.1242 -0.5681 0.2783  0.316
H: -0.7044 2.0945 -0.1351  0.183
H: 0.1757 -1.6248 1.2759  0.295
H: 0.5505 -2.4330 -0.3447  0.322
H: 1.8224 -1.8859 0.8305  0.294
H: 1.8486 1.8682 0.1458  0.307
H: 0.8019 0.7933 -2.3431  -0.079

max |F| = 5.03 eV/A
gap between HOMO and LUMO = 9.906 eV
relative energy (zero: lowest compared OMol25 entry of this formula, charge and spin) = 2.024 eV
HOMO level = -9.27 eV
multiplicity = 1



Entry 7:
Formula: C3H8OSi
Source: the Open Molecules 2025 dataset
Level of theory: ωB97M-V/def2-TZVPD

Each line ends with the Mulliken charge.
Element x y z (Å)
C: -0.1371 2.5994 -0.0772  -0.202
C: 0.8210 1.8754 0.0314  0.057
C: 2.0303 1.2042 0.3360  -1.258
O: -0.3650 -0.3143 2.1323  -0.421
Si: -1.0028 -0.6360 0.7793  0.508
H: 5.4476 -1.1402 0.1719  -0.006
H: -0.6783 3.4572 -0.4232  0.383
H: 2.2968 0.4437 -0.2981  0.396
H: 2.8640 1.8676 0.2190  0.335
H: 2.0854 0.8333 1.3679  0.343
H: -2.4422 -0.2603 0.5888  -0.084
H: -0.8351 -1.2595 -0.4837  -0.059
H: 5.0762 -1.7220 -0.2396  0.007

max |F| = 3.04 eV/A
gap between HOMO and LUMO = 10.227 eV
relative energy (zero: lowest compared OMol25 entry of this formula, charge and spin) = 4.389 eV
HOMO level = -10.23 eV
multiplicity = 1



Entry 8:
Formula: C3H8S
Source: the Open Molecules 2025 dataset
Level of theory: ωB97M-V/def2-TZVPD

Each line ends with the Mulliken charge.
Element x y z (Å)
C: 0.5614 -1.2027 -0.6754  -1.239
C: -0.0289 -0.8540 0.7016  -0.059
S: 0.4905 0.7759 1.2858  -1.653
C: -0.4657 1.7906 0.1280  -0.192
H: 0.3413 -2.2528 -0.8980  0.348
H: 1.6205 -1.0758 -0.6910  0.345
H: 0.0867 -0.6160 -1.4665  0.347
H: 0.4801 -1.5779 1.3252  0.218
H: -1.1063 -0.9829 0.7809  0.320
H: -0.1917 2.8163 0.3425  0.400
H: -0.2510 1.6373 -0.9484  0.056
H: -1.5371 1.5419 0.1152  0.110

max |F| = 1.82 eV/A
gap between HOMO and LUMO (alpha / beta) = 2.160 / 8.709 eV
relative energy (zero: lowest compared OMol25 entry of this formula, charge and spin) = 1.271 eV
net charge = -1
HOMO level (alpha / beta) = 1.42 / -4.74 eV
multiplicity = 2



Entry 9:
Formula: C3H8S
Source: the Open Molecules 2025 dataset
Level of theory: ωB97M-V/def2-TZVPD

Each line ends with the Mulliken charge.
Element x y z (Å)
C: -2.8987 0.1927 -0.4956  -0.467
C: 2.7951 0.2774 0.3679  -0.695
C: -1.8445 -0.2564 0.1502  -0.504
S: 1.9702 -0.6125 -0.9118  -0.107
H: -3.4202 1.1707 -0.2878  0.228
H: 0.7660 -0.6139 -0.4458  -0.018
H: -3.1834 -0.3054 -1.4793  0.192
H: 3.0885 -0.5848 1.0401  0.247
H: 2.0462 0.8001 0.9220  0.264
H: 3.5385 0.8313 -0.0141  0.291
H: -1.5945 0.1696 1.1658  0.183
H: -1.2631 -1.0687 -0.0116  0.387

structure (SMILES) = C=C.CS
max |F| = 5.52 eV/A
gap between HOMO and LUMO = 9.869 eV
relative energy (zero: lowest compared OMol25 entry of this formula, charge and spin) = 1.940 eV
HOMO level = -8.85 eV
multiplicity = 1



Entry 10:
Formula: C3H8S
Source: the Open Molecules 2025 dataset
Level of theory: ωB97M-V/def2-TZVPD

Each line ends with the Mulliken charge.
Element x y z (Å)
C: 0.9085 1.1158 0.6327  -1.117
C: -0.3366 0.3265 0.4407  -0.485
C: -0.0969 -0.7407 -0.5979  -0.555
S: -1.3429 -2.0445 -0.3659  -0.159
H: 1.5855 0.4213 1.3184  0.273
H: 1.4869 1.2542 -0.2496  0.342
H: 0.8458 2.1729 1.1767  0.283
H: -1.1430 1.0087 0.1542  0.257
H: -0.7302 -0.1998 1.2997  0.426
H: -0.2985 -0.2584 -1.7244  0.314
H: 1.0302 -1.1647 -0.6171  0.300
H: -1.9088 -1.8911 -1.4675  0.118

max |F| = 6.23 eV/A
gap between HOMO and LUMO (alpha / beta) = 4.879 / 8.131 eV
relative energy (zero: lowest compared OMol25 entry of this formula, charge and spin) = 2.151 eV
HOMO level (alpha / beta) = -4.02 / -11.17 eV
multiplicity = 3



Entry 11:
Formula: C3H8S2
Source: the Open Molecules 2025 dataset
Level of theory: ωB97M-V/def2-TZVPD

Each line ends with the Mulliken charge.
Element x y z (Å)
C: -0.3065 -1.4150 -1.3885  -0.789
C: 1.1608 0.1343 0.6367  -0.573
C: -0.1423 0.8317 1.0525  -0.755
H: -0.2141 -1.7730 -2.3731  0.336
H: -1.0129 -0.5926 -1.3112  0.204
H: -0.6939 -2.2569 -0.9101  0.312
H: 1.8963 0.8670 0.4311  0.338
H: 1.5531 -0.4780 1.4399  0.353
H: 0.1325 1.2052 2.0075  0.361
H: -1.0514 0.2580 1.2132  0.403
H: -1.9490 1.8788 -0.0426  0.112
S: 1.3060 -0.9239 -0.7843  -0.130
S: -0.6786 2.2645 0.0289  -0.171

structure (SMILES) = CSCCS
max |F| = 2.00 eV/A
gap between HOMO and LUMO = 9.121 eV
relative energy (zero: lowest compared OMol25 entry of this formula, charge and spin) = 0.978 eV
HOMO level = -8.34 eV
multiplicity = 1



Entry 12:
Formula: C3H8S2
Source: the Open Molecules 2025 dataset
Level of theory: ωB97M-V/def2-TZVPD

Each line ends with the Mulliken charge.
Element x y z (Å)
C: 2.7201 -0.5488 -1.0247  -1.235
C: 1.2883 -0.8451 -0.6462  -0.242
S: 0.6151 0.5252 0.3250  -0.153
S: -1.3152 -0.1856 0.8654  -0.093
C: -2.3504 0.8369 -0.2919  -0.766
H: 3.3217 -0.3740 -0.1251  0.332
H: 2.8407 0.3603 -1.6119  0.336
H: 3.2321 -1.3681 -1.5237  0.340
H: 0.6400 -0.9265 -1.5173  0.306
H: 1.3076 -1.7851 -0.0950  0.325
H: -2.7633 0.1356 -1.0002  0.255
H: -3.1056 1.2876 0.3441  0.301
H: -1.7418 1.5940 -0.7559  0.295

structure (SMILES) = CCSSC
max |F| = 1.69 eV/A
gap between HOMO and LUMO = 9.294 eV
relative energy (zero: lowest compared OMol25 entry of this formula, charge and spin) = 0.243 eV
HOMO level = -8.63 eV
multiplicity = 1